No. 1
The following is a DFT calculation (wB97M-V/def2-TZVPD) of C6H12N3O as an isolated structure at a distorted geometry.

Last column: Löwdin charge in e.
Element x y z (Å)
C: 1.156 2.767 1.254  -0.040
C: 0.813 2.250 -0.861  -0.104
C: 1.309 -1.581 0.081  -0.083
C: -1.950 0.563 -0.520  -0.020
C: -0.170 -1.129 0.108  -0.220
C: -0.485 0.073 -0.802  -0.315
N: 1.271 3.148 -0.004  0.116
N: 0.568 1.592 1.423  0.049
N: 0.219 1.232 -0.325  0.114
O: 0.192 0.854 2.412  0.124
H: 1.498 3.219 2.074  0.124
H: 0.962 2.515 -1.899  0.168
H: 1.946 -0.717 -0.031  0.052
H: 1.513 -2.305 -0.735  0.084
H: 1.543 -2.078 1.162  0.132
H: -1.993 1.580 -0.968  0.081
H: -2.753 -0.070 -1.063  0.125
H: -1.982 0.758 0.611  0.110
H: -0.984 -1.916 -0.024  0.158
H: -0.259 -0.790 1.090  0.038
H: -0.095 -0.141 -1.780  0.160
H: 0.689 0.070 2.623  0.145

Properties
Energy = -12922.3288 eV
Energy above the lowest of the compared OMol25 structures with the same formula, charge and spin = 165.8 kcal per mole
Total charge = +1
HOMO-LUMO gap = 9.6077 eV
HOMO = -14.775 eV
LUMO energy = -5.1668 eV

---

No. 2
The following is a DFT calculation (wB97M-V/def2-TZVPD) of C23H24N7OPt as an isolated structure at a distorted geometry.

Last column: Löwdin charge in e.
Element x y z (Å)
Pt: -0.059 0.064 -0.519  1.316
C: -1.402 -4.040 -0.067  0.055
C: -0.460 -4.835 -0.685  0.034
C: 0.619 -4.211 -1.294  0.109
C: 0.745 -2.810 -1.254  -0.269
N: -0.213 -2.036 -0.645  -0.018
C: -1.244 -2.642 -0.086  -0.055
N: 1.857 -2.323 -1.813  0.271
C: 2.232 -1.096 -1.997  -0.207
N: 1.455 0.021 -1.760  0.002
C: 2.226 1.121 -2.056  -0.202
N: 1.847 2.364 -1.947  0.280
C: 0.758 2.888 -1.397  -0.264
C: 0.673 4.296 -1.455  0.125
C: -0.374 4.958 -0.831  0.038
C: -1.320 4.201 -0.176  0.075
C: -1.210 2.791 -0.186  -0.045
N: -0.217 2.151 -0.766  -0.007
C: 3.539 0.704 -2.514  -0.096
C: 4.658 1.425 -2.889  0.039
C: 5.787 0.695 -3.238  0.005
C: 5.788 -0.703 -3.211  0.007
C: 4.661 -1.425 -2.835  0.040
C: 3.542 -0.696 -2.483  -0.094
H: -2.265 -4.471 0.422  0.142
H: -0.552 -5.913 -0.689  0.147
H: 1.392 -4.768 -1.805  0.150
H: -1.995 -2.010 0.367  0.099
H: 1.454 4.827 -1.984  0.153
H: -0.437 6.038 -0.853  0.148
H: -2.153 4.669 0.331  0.145
H: -1.964 2.183 0.287  0.099
H: 4.657 2.507 -2.898  0.133
H: 6.687 1.219 -3.529  0.133
H: 6.691 -1.235 -3.481  0.133
H: 4.664 -2.506 -2.807  0.134
C: -3.404 0.041 0.158  -0.057
N: -3.157 -0.041 1.599  -0.100
C: -4.406 -0.218 2.358  -0.010
C: -1.907 0.085 2.108  -0.422
O: -0.904 0.374 1.337  -0.238
N: -1.597 -0.076 3.398  -0.080
C: -0.177 -0.070 3.784  -0.001
C: -2.445 -0.158 4.594  -0.001
H: -4.057 -0.779 -0.141  0.111
H: -2.494 -0.014 -0.431  0.030
H: -3.918 0.973 -0.095  0.111
H: -5.230 -0.240 1.651  0.103
H: -4.586 0.616 3.032  0.106
H: -4.417 -1.159 2.904  0.108
H: 0.467 -0.186 2.925  0.079
H: -0.003 -0.884 4.485  0.107
H: 0.076 0.866 4.285  0.113
H: -3.501 -0.183 4.402  0.056
H: -2.232 0.700 5.233  0.116
H: -2.172 -1.050 5.156  0.112

Properties
Energy = -39937.2479 eV
Energy above the lowest of the compared OMol25 structures with the same formula, charge and spin = 9.9 kcal per mole
Total charge = +3
HOMO-LUMO gap (spin up / spin down) = 3.6077 / 3.6096 eV
HOMO (spin up / spin down) = -17.232 / -17.233 eV
LUMO energy (spin up / spin down) = -13.6245 / -13.6235 eV

---

No. 3
The following is a DFT calculation (wB97M-V/def2-TZVPD) of a 4-piece molecular cluster, C20H48O overall at a distorted geometry.

Last column: Löwdin charge in e.
Element x y z (Å)
C: -104.807 -91.820 20.014  -0.102
C: -103.709 -90.900 19.550  -0.298
C: -103.954 -89.499 19.976  -0.220
C: -102.688 -88.552 19.797  -0.222
C: -102.300 -88.182 18.393  -0.315
C: -101.414 -86.955 18.396  -0.095
H: -105.845 -91.718 19.609  0.071
H: -104.868 -91.592 21.085  0.083
H: -104.503 -92.787 19.863  0.029
H: -103.823 -90.801 18.560  0.035
H: -102.662 -91.303 19.883  0.158
H: -104.177 -89.531 21.019  0.090
H: -104.866 -89.179 19.445  0.110
H: -101.800 -89.147 20.309  0.140
H: -102.723 -87.657 20.454  0.108
H: -103.233 -87.952 18.102  0.061
H: -101.754 -89.059 17.927  0.136
H: -100.928 -87.034 17.444  0.073
H: -100.738 -87.052 19.229  0.068
H: -102.191 -86.298 18.715  0.072
C: -104.017 -90.304 15.328  -0.056
C: -105.577 -90.208 15.358  -0.227
C: -106.140 -90.619 16.713  -0.274
C: -107.625 -90.752 16.735  -0.302
C: -108.196 -91.052 18.021  -0.292
C: -109.707 -91.148 18.152  -0.068
H: -103.409 -89.738 15.899  0.014
H: -103.688 -89.950 14.303  0.101
H: -103.819 -91.252 15.443  0.003
H: -106.036 -90.872 14.697  0.079
H: -105.940 -89.166 15.194  0.119
H: -105.942 -89.699 17.341  0.127
H: -105.676 -91.619 17.041  0.112
H: -107.834 -91.560 16.095  0.090
H: -107.938 -89.745 16.176  0.168
H: -107.826 -90.273 18.730  0.133
H: -107.756 -92.019 18.111  0.072
H: -110.141 -91.527 19.072  0.071
H: -110.054 -91.963 17.331  0.138
H: -110.186 -90.350 18.095  -0.030
C: -110.241 -97.280 24.913  -0.118
C: -109.276 -96.340 24.230  -0.268
C: -109.265 -96.252 22.730  -0.259
C: -108.236 -95.308 22.100  -0.237
C: -108.371 -95.358 20.616  -0.241
C: -107.556 -94.360 19.729  -0.071
H: -110.086 -97.262 25.968  0.056
H: -109.964 -98.135 24.439  0.037
H: -111.325 -96.943 25.008  0.101
H: -108.241 -96.816 24.535  0.149
H: -109.390 -95.325 24.562  0.100
H: -110.093 -95.756 22.346  0.082
H: -109.392 -97.118 22.139  0.106
H: -107.266 -95.490 22.533  0.110
H: -108.635 -94.304 22.467  0.135
H: -109.403 -95.351 20.521  0.091
H: -107.843 -96.206 20.461  0.075
H: -107.689 -94.360 18.634  0.075
H: -106.540 -94.521 19.821  0.026
H: -107.770 -93.353 20.141  0.073
C: -104.607 -94.550 16.936  -0.079
C: -105.556 -94.214 15.849  -0.279
O: -106.547 -95.224 15.513  -0.071
H: -105.082 -94.730 17.763  -0.015
H: -103.865 -93.766 17.321  0.116
H: -104.032 -95.439 16.680  0.092
H: -104.904 -94.381 15.089  0.073
H: -106.167 -93.223 16.068  0.134
H: -107.064 -94.858 14.828  0.049

Properties
Energy = -23558.6507 eV
Energy above the lowest of the compared OMol25 structures with the same formula, charge and spin = 0.0 kcal per mole
Structure (SMILES) = CCCCCC.CCCCCC.CCCCCC.CCO
Total charge = 0
HOMO-LUMO gap = 11.1141 eV
HOMO = -10.322 eV
LUMO energy = 0.7919 eV

---

No. 4
The following is a DFT calculation (wB97M-V/def2-TZVPD) of C16H30I2NOP2V as an isolated structure at a distorted geometry.

Last column: Löwdin charge in e.
Element x y z (Å)
I: -0.653 -1.413 -6.675  0.237
I: -0.692 1.427 -5.846  0.229
V: -0.760 0.682 -0.898  0.669
P: -3.144 0.003 -1.851  0.853
C: -3.596 -0.091 -3.609  -0.218
C: -3.930 -1.443 -1.082  -0.183
H: -5.018 -1.324 -1.092  0.081
H: -5.023 1.288 -1.129  0.076
H: -3.605 -1.576 -0.045  0.050
H: -3.605 1.591 -0.084  0.054
H: -3.202 -1.005 -4.080  0.054
H: -3.670 -2.353 -1.631  0.075
C: -3.941 1.439 -1.117  -0.214
H: -4.686 -0.078 -3.740  0.084
H: -3.696 2.335 -1.693  0.069
H: -3.169 0.747 -4.182  0.001
P: 1.461 -0.044 -1.763  0.864
C: 2.001 -0.176 -3.495  -0.224
C: 2.324 1.352 -0.969  -0.224
H: 1.711 -1.522 0.123  0.036
H: 3.295 -1.205 -0.663  0.075
H: 2.130 -2.377 -1.392  0.072
C: 2.227 -1.428 -0.845  -0.202
H: 1.775 1.650 -0.056  0.024
H: 3.338 1.019 -0.683  0.076
H: 3.097 -0.194 -3.588  0.086
H: 1.593 0.670 -4.073  -0.012
H: 2.390 2.216 -1.649  0.072
H: 1.569 -1.080 -3.951  0.044
C: -0.823 -0.338 -2.442  -0.420
O: -0.831 -0.904 -3.494  -0.138
C: 3.310 1.232 4.152  -0.086
N: 2.696 0.127 3.476  -0.330
C: 3.147 -1.189 3.837  -0.067
C: 2.152 0.400 2.161  -0.159
C: 0.648 0.196 2.197  -0.185
C: 0.000 0.259 3.442  0.018
C: -1.388 0.084 3.610  -0.014
C: -2.196 -0.116 2.484  -0.045
C: -1.572 -0.121 1.216  -0.199
C: -0.191 0.004 1.102  -0.116
H: 3.610 0.903 5.148  0.091
H: 2.612 2.077 4.284  0.093
H: 4.180 1.586 3.579  0.094
H: 2.329 -1.829 4.215  0.088
H: 3.633 -1.713 2.992  0.089
H: 3.852 -1.052 4.662  0.089
H: 2.340 1.460 1.921  0.124
H: 2.630 -0.215 1.378  0.092
H: 0.633 0.433 4.315  0.130
H: -1.789 0.098 4.618  0.124
H: -3.273 -0.245 2.585  0.118
H: -2.231 -0.246 0.319  0.005

Properties
Energy = -81063.9648 eV
Energy above the lowest of the compared OMol25 structures with the same formula, charge and spin = 25.4 kcal per mole
⟨S²⟩ = 2.1224
Total charge = +2
HOMO-LUMO gap (spin up / spin down) = 4.9941 / 4.5741 eV
2S+1 = 3
HOMO (spin up / spin down) = -12.788 / -12.791 eV
LUMO energy (spin up / spin down) = -7.7943 / -8.2167 eV

---

No. 5
The following is a DFT calculation (wB97M-V/def2-TZVPD) of C24H56N8O9 as an isolated structure at a distorted geometry.

Last column: Löwdin charge in e.
Element x y z (Å)
C: -3.043 0.951 -3.893  -0.675
O: -3.992 1.148 -4.626  0.041
N: -3.162 0.518 -2.616  0.148
N: -1.746 1.150 -4.219  0.157
H: -4.066 0.187 -2.310  0.097
H: -2.424 0.441 -1.931  0.021
H: -1.071 0.947 -3.495  0.059
H: -1.378 1.470 -5.103  0.113
C: -3.143 -3.081 1.269  -0.609
O: -3.988 -2.243 1.243  0.043
N: -3.388 -4.369 1.368  0.212
N: -1.873 -2.705 1.383  0.161
H: -2.577 -4.971 1.401  0.116
H: -4.349 -4.675 1.317  0.132
H: -1.208 -3.462 1.453  0.148
H: -1.725 -1.709 1.461  0.013
C: -4.536 -0.195 -0.013  -0.737
O: -4.735 0.883 -0.553  -0.004
N: -5.210 -0.703 0.936  0.163
N: -3.456 -0.921 -0.242  0.158
H: -6.170 -0.398 1.013  0.120
H: -5.003 -1.627 1.286  -0.041
H: -2.763 -0.626 -0.916  0.058
H: -3.209 -1.633 0.431  -0.011
C: -2.195 0.205 2.327  -0.777
O: -1.893 -0.877 2.738  0.016
N: -1.740 0.797 1.318  0.203
N: -3.181 0.867 2.847  0.243
H: -1.165 0.214 0.726  -0.046
H: -1.913 1.766 1.094  0.139
H: -3.460 0.348 3.667  0.136
H: -3.389 1.841 2.680  0.137
C: 0.788 -0.242 0.409  -0.048
C: 0.697 0.287 -1.040  -0.127
C: -0.804 0.471 -1.312  -0.122
O: -1.462 -0.349 -0.299  -0.215
C: -0.500 -1.120 0.363  -0.165
H: 0.648 0.621 1.059  0.084
H: 1.788 -0.656 0.546  0.122
H: 1.132 -0.340 -1.819  0.094
H: 1.273 1.190 -1.243  0.049
H: -1.137 0.118 -2.288  0.098
H: -1.169 1.497 -1.264  0.061
H: -0.430 -2.104 -0.100  0.126
H: -0.795 -1.179 1.411  0.086
C: 4.551 1.698 -0.016  -0.109
C: 5.238 0.550 0.698  -0.156
C: 4.614 -0.645 0.094  -0.261
O: 3.875 -0.226 -0.971  -0.130
C: 3.361 1.095 -0.786  -0.202
H: 5.266 2.076 -0.746  0.121
H: 4.175 2.536 0.571  0.111
H: 4.917 0.506 1.739  0.094
H: 6.326 0.588 0.635  0.121
H: 4.023 -1.231 0.798  0.117
H: 5.454 -1.236 -0.271  0.134
H: 2.438 0.897 -0.240  0.044
H: 3.125 1.590 -1.728  0.130
C: -0.278 3.860 0.412  -0.130
C: 1.208 4.055 0.183  -0.133
C: 1.475 2.935 -0.750  -0.207
O: 0.258 2.882 -1.619  -0.105
C: -0.874 3.172 -0.773  -0.186
H: -0.816 4.672 0.902  0.138
H: -0.225 2.991 1.068  0.061
H: 1.882 4.184 1.030  0.115
H: 1.285 4.951 -0.434  0.124
H: 1.534 1.987 -0.216  0.026
H: 2.412 2.912 -1.306  0.121
H: -1.470 2.287 -0.550  0.072
H: -1.545 3.867 -1.279  0.146
C: 0.704 -2.661 -2.265  -0.140
C: 0.872 -4.185 -2.195  -0.161
C: 2.215 -4.442 -2.889  -0.230
O: 2.961 -3.300 -2.656  -0.134
C: 2.156 -2.309 -1.947  -0.181
H: 0.020 -2.304 -1.495  0.071
H: 0.428 -2.289 -3.252  0.134
H: 0.013 -4.757 -2.547  0.110
H: 0.903 -4.529 -1.161  0.106
H: 2.118 -4.381 -3.973  0.119
H: 2.657 -5.391 -2.586  0.117
H: 2.419 -1.341 -2.374  0.103
H: 2.522 -2.441 -0.929  0.125
C: 1.667 1.835 2.308  -0.169
C: 0.322 1.693 2.974  -0.147
C: 0.193 0.234 3.318  -0.190
O: 1.343 -0.378 2.802  -0.165
C: 2.395 0.606 2.790  -0.132
H: 2.090 2.817 2.520  0.119
H: 1.594 1.840 1.221  0.051
H: -0.436 2.109 2.310  0.068
H: 0.322 2.375 3.825  0.126
H: -0.743 -0.227 3.003  0.009
H: 0.185 0.153 4.405  0.134
H: 3.138 0.167 2.123  0.079
H: 2.858 0.423 3.760  0.137

Properties
Energy = -56122.2486 eV
Total charge = 0
HOMO-LUMO gap = 8.0871 eV
HOMO = -7.882 eV
LUMO energy = 0.2047 eV

---

No. 6
The following is a DFT calculation (wB97M-V/def2-TZVPD) of C9H15N6ORh as an isolated structure at a distorted geometry.

Last column: Löwdin charge in e.
Element x y z (Å)
Rh: -0.025 -0.040 0.647  1.229
C: 1.324 1.125 -1.812  -0.135
C: 0.309 2.088 -1.266  -0.152
N: -0.867 1.381 -0.718  -0.112
C: -1.796 0.703 -1.651  -0.126
C: -1.309 -0.673 -2.041  -0.132
N: -0.784 -1.383 -0.853  -0.102
C: 0.402 -2.235 -1.067  -0.154
C: 1.580 -1.384 -1.500  -0.129
N: 1.509 -0.025 -0.874  -0.086
H: 2.263 1.662 -1.952  0.153
H: 1.029 0.751 -2.789  0.124
H: 0.016 2.795 -2.047  0.152
H: 0.745 2.665 -0.450  0.140
H: -1.404 2.062 -0.182  0.156
H: -1.948 1.310 -2.547  0.153
H: -2.755 0.615 -1.142  0.144
H: -0.530 -0.622 -2.797  0.117
H: -2.138 -1.228 -2.482  0.156
H: -1.523 -1.925 -0.408  0.159
H: 0.215 -3.026 -1.798  0.153
H: 0.626 -2.719 -0.117  0.133
H: 1.627 -1.278 -2.583  0.133
H: 2.491 -1.897 -1.197  0.147
H: 2.356 0.133 -0.330  0.151
O: -0.337 -0.103 2.560  -0.295
N: -0.041 -0.636 3.712  0.029
C: -0.154 -0.013 4.820  -0.241
C: 0.142 -0.706 6.040  -0.118
N: 0.404 -1.243 7.019  0.248
C: -0.545 1.375 4.898  -0.124
N: -0.884 2.472 4.908  0.231

Properties
Energy = -23550.5585 eV
Energy above the lowest of the compared OMol25 structures with the same formula, charge and spin = 20.0 kcal per mole
Total charge = +2
HOMO-LUMO gap (spin up / spin down) = 6.6651 / 6.4330 eV
HOMO (spin up / spin down) = -16.612 / -16.541 eV
LUMO energy (spin up / spin down) = -9.9466 / -10.1080 eV

---

No. 7
The following is a DFT calculation (wB97M-V/def2-TZVPD) of C24H26F4N5RuSe as an isolated structure at a distorted geometry.

Last column: Löwdin charge in e.
Element x y z (Å)
Ru: 0.924 0.237 -0.892  1.225
C: 3.751 3.267 -0.558  -0.035
C: 2.261 3.178 -0.765  -0.272
C: 1.401 3.980 -0.037  0.002
C: 0.044 4.070 -0.351  -0.229
C: -0.841 5.038 0.388  -0.014
C: -0.455 3.291 -1.386  -0.022
C: 0.360 2.437 -2.121  -0.311
C: -0.173 1.711 -3.335  -0.028
C: 1.735 2.374 -1.800  -0.113
H: 4.128 4.167 -1.049  0.107
H: 4.276 2.416 -0.990  0.077
H: 4.013 3.353 0.497  0.095
H: 1.808 4.617 0.743  0.143
H: -0.529 6.064 0.182  0.104
H: -0.769 4.898 1.466  0.088
H: -1.885 4.942 0.088  0.086
H: -1.497 3.398 -1.672  0.134
H: 0.355 2.047 -4.229  0.106
H: -1.236 1.896 -3.469  0.094
H: -0.035 0.623 -3.291  0.056
H: 2.417 1.915 -2.501  0.094
C: 2.506 -1.890 0.824  -0.049
N: 2.030 -0.493 0.810  -0.327
C: 3.230 0.383 0.800  -0.061
C: 1.211 -0.239 2.003  -0.163
C: 0.413 1.005 1.825  -0.161
N: -0.304 0.831 0.565  -0.033
C: -1.589 1.206 0.428  -0.143
C: -2.358 0.731 -0.673  -0.153
F: -1.801 -0.101 -1.557  0.080
C: -3.672 1.068 -0.848  -0.203
F: -4.322 0.587 -1.899  0.141
C: -4.321 1.901 0.052  0.142
C: -3.609 2.391 1.131  -0.202
F: -4.190 3.211 1.993  0.148
C: -2.288 2.064 1.328  -0.134
F: -1.652 2.626 2.351  0.117
H: 3.157 -2.041 1.687  0.118
H: 3.077 -2.101 -0.078  0.095
H: 1.667 -2.573 0.896  0.083
H: 3.851 0.189 1.681  0.117
H: 2.932 1.420 0.800  0.048
H: 3.817 0.176 -0.090  0.089
H: 1.834 -0.186 2.900  0.151
H: 0.525 -1.079 2.121  0.139
H: 1.045 1.895 1.759  0.125
H: -0.241 1.134 2.680  0.135
H: -5.362 2.165 -0.088  0.161
Se: 3.603 -0.782 -3.710  1.270
N: 3.407 -2.528 -3.828  -0.172
C: 2.417 -2.878 -3.023  -0.354
C: 1.911 -4.192 -2.751  0.062
C: 0.912 -4.287 -1.838  0.004
C: 0.381 -3.120 -1.189  -0.066
N: 0.801 -1.910 -1.431  0.010
C: 1.815 -1.797 -2.328  -0.511
N: 2.280 -0.594 -2.522  -0.300
H: 2.320 -5.056 -3.259  0.142
H: 0.488 -5.248 -1.584  0.128
H: -0.419 -3.226 -0.464  0.140

Properties
Energy = -111541.9140 eV
Energy above the lowest of the compared OMol25 structures with the same formula, charge and spin = 0.0 kcal per mole
⟨S²⟩ = 0.7985
Total charge = +2
HOMO-LUMO gap (spin up / spin down) = 6.4967 / 6.7554 eV
2S+1 = 2
HOMO (spin up / spin down) = -14.098 / -14.670 eV
LUMO energy (spin up / spin down) = -7.6015 / -7.9143 eV

---

Which of these has the highest total charge? C23H24N7OPt